(1)
Molecular formula: C2H2N3OS
Method: DFT, the ωB97M-V functional and the def2-TZVPD basis

Structure (XYZ):
```
9
Properties=species:S:1:pos:R:3:forces:R:3
C -1.5566 -0.3025 -0.1420 -1.202 2.682 0.226
C 0.5026 -0.4151 0.2152 2.001 -0.169 -0.612
N -1.2133 -1.5118 -0.1726 -0.817 -3.027 0.149
N 0.0803 -1.6022 0.0562 3.634 -0.881 -0.065
N -0.4660 0.5132 0.0575 1.142 0.973 0.358
O 2.6442 1.6840 -0.0610 0.463 0.558 -0.100
S 2.8499 0.2752 -0.0373 -3.651 -1.221 0.528
H -2.6072 -0.1316 -0.1516 -0.387 1.280 -0.235
H -0.2339 1.4907 0.2356 -1.183 -0.194 -0.250
```
Positions in Å, forces in eV/Å.

Summary:
calculated total energy = -19445.4984 eV
relative energy (zero: lowest compared OMol25 entry of this formula, charge and spin) = 274.3 kJ/mol
orbital gap = 5.5 eV
LUMO level = -9.39 eV
largest force on an atom = 3.885 eV/A
net charge = +1

=====

(2)
Molecular formula: C32H48ClN2O16
Method: DFT, the ωB97M-V functional and the def2-TZVPD basis

Structure (XYZ):
```
99
Properties=species:S:1:pos:R:3:forces:R:3
C -0.6440 -1.6750 4.8610 0.232 0.055 -0.602
C -0.8947 -1.3904 3.4074 0.134 0.078 0.256
N -0.5446 -0.3346 2.8100 0.065 0.070 -0.326
C -1.6031 -2.4586 2.5854 0.260 -0.175 -0.061
C -0.7969 -2.7672 1.3517 0.140 -0.165 -0.185
C 0.2103 -3.7396 1.3545 -0.647 0.471 -0.050
C 0.5828 -4.5818 2.5441 0.557 0.154 -0.089
O 1.6727 -4.0167 3.2711 -0.371 0.349 -0.071
O 2.8347 -4.1364 2.4651 0.096 -0.443 -0.135
N 0.9281 -3.9431 0.2353 -0.129 -0.221 0.357
C 0.7444 -3.2637 -0.8982 -0.495 0.560 -0.205
C -0.2423 -2.2889 -1.0044 0.198 -0.243 0.423
C -0.5178 -1.5112 -2.2668 0.300 -0.317 0.003
C 0.4621 -1.6889 -3.4429 -0.109 0.642 0.447
C 1.3678 -0.4513 -3.5883 -0.248 -0.488 -0.451
C 0.7249 0.6642 -4.4320 0.671 0.223 0.225
C 0.7114 2.0416 -3.7773 -0.509 -0.268 -0.402
O 1.7976 2.8081 -4.3138 0.109 -0.500 -0.062
C 1.7375 4.1180 -4.0708 0.491 0.277 -0.195
C 2.8214 4.8892 -4.7459 0.312 -0.070 -0.123
O 0.9045 4.6224 -3.3808 -0.825 0.281 0.580
C -1.0103 -2.0531 0.1578 0.598 -0.446 -0.139
Cl -2.2304 -0.8671 0.0751 -0.138 0.033 -0.049
H -1.5764 -1.5456 5.3993 -0.042 -0.170 0.251
H 0.1196 -0.9872 5.2085 -0.078 0.178 0.282
H -0.2449 -2.6797 4.9853 -0.181 -0.176 0.132
H -0.0730 0.3055 3.4446 0.014 0.050 0.038
H -1.7573 -3.3465 3.1864 -0.042 -0.132 0.050
H -2.5856 -2.1126 2.2859 -0.153 0.131 0.069
H -0.2182 -4.6391 3.2673 -0.160 -0.053 0.071
H 0.8499 -5.5834 2.2101 0.018 -0.159 0.044
H 2.9482 -3.2758 2.0327 -0.161 0.192 0.271
H 1.6763 -4.6505 0.2630 0.124 0.305 -0.220
H 1.3983 -3.5169 -1.7130 0.130 -0.119 -0.006
H -0.5293 -0.4595 -1.9889 -0.104 0.174 0.038
H -1.5421 -1.7414 -2.5553 -0.116 -0.064 -0.076
H -0.1389 -1.7973 -4.3393 0.131 -0.210 -0.254
H 1.0975 -2.5612 -3.3468 -0.146 -0.285 -0.051
H 1.6309 -0.0843 -2.5980 0.128 0.058 0.124
H 2.2840 -0.7808 -4.0714 0.204 0.111 0.041
H 1.3177 0.7765 -5.3365 -0.112 -0.009 -0.227
H -0.2744 0.3953 -4.7612 -0.203 -0.056 0.143
H 0.7879 1.9847 -2.6945 0.102 0.085 0.153
H -0.2200 2.5462 -4.0167 -0.045 0.220 0.052
H 2.6139 4.9924 -5.8085 -0.100 -0.037 -0.116
H 3.7757 4.3779 -4.6579 0.090 -0.032 0.025
H 2.8684 5.8677 -4.2873 0.063 0.153 0.013
C -5.4910 2.6368 0.3800 -0.201 0.196 0.084
C -5.5321 1.8244 1.6514 0.019 0.099 -0.288
C -5.5705 0.3251 1.4456 0.043 -0.080 0.052
O -6.2910 -0.1273 2.5933 -0.011 0.016 -0.103
C -7.1032 0.8874 2.9963 0.053 0.061 -0.006
O -7.9789 0.7789 3.7846 -0.020 -0.005 0.062
O -6.7606 2.0392 2.3644 0.045 -0.073 0.066
H -5.3655 3.6959 0.6005 0.040 -0.012 0.000
H -4.6624 2.3170 -0.2534 0.027 -0.015 0.028
H -6.4251 2.5261 -0.1709 0.026 -0.114 -0.030
H -4.7081 2.1057 2.3131 -0.002 -0.066 0.041
H -4.5820 -0.1269 1.4180 -0.040 -0.071 0.160
H -6.1259 0.0408 0.5476 0.005 0.084 -0.035
C 0.5147 8.9422 -7.1300 -0.306 -0.078 -0.087
C 1.1210 7.6035 -7.4730 -0.056 0.349 0.098
C 2.4923 7.6791 -8.1078 0.095 -0.108 0.013
O 2.5106 6.5071 -8.9315 -0.006 0.099 0.001
C 1.2257 6.2155 -9.2635 -0.037 -0.005 0.072
O 0.9037 5.4346 -10.0943 -0.009 -0.059 -0.019
O 0.3674 6.9380 -8.5010 0.106 -0.068 -0.012
H -0.4225 8.8157 -6.5895 0.030 -0.004 0.035
H 1.1957 9.5238 -6.5084 0.029 -0.029 0.013
H 0.2936 9.5010 -8.0394 0.125 0.021 -0.024
H 1.1304 6.9496 -6.5961 0.046 -0.024 -0.010
H 3.3053 7.6458 -7.3863 0.035 -0.128 -0.054
H 2.6089 8.5593 -8.7443 -0.063 0.030 0.020
C 7.5581 -6.9546 -0.6583 -0.149 -0.014 -0.313
C 6.6684 -5.8482 -0.1522 0.286 -0.283 0.078
C 6.0458 -6.0970 1.2065 0.081 0.018 0.003
O 4.8023 -5.3777 1.1004 0.082 -0.144 0.017
C 4.4742 -5.3276 -0.1955 0.046 0.063 0.035
O 3.3968 -4.9667 -0.5939 -0.150 0.000 -0.046
O 5.4821 -5.7078 -0.9778 -0.054 0.093 -0.023
H 8.0436 -6.6664 -1.5892 0.030 0.024 0.032
H 8.3295 -7.1866 0.0754 0.003 0.039 0.031
H 6.9735 -7.8528 -0.8579 -0.011 -0.025 0.126
H 7.1931 -4.8908 -0.1725 -0.080 0.048 0.007
H 6.6359 -5.7151 2.0341 -0.124 0.137 0.017
H 5.8194 -7.1510 1.3770 0.016 -0.017 -0.055
C -4.1428 0.4546 10.2591 -0.213 -0.225 0.004
C -3.2710 -0.1489 9.1866 -0.134 0.237 0.191
C -2.8274 0.8180 8.1083 0.089 0.008 -0.021
O -2.7032 -0.0408 6.9631 -0.045 0.173 0.073
C -3.5491 -1.0864 7.1426 -0.033 -0.027 0.085
O -3.8305 -1.8622 6.2857 0.075 -0.086 -0.069
O -4.0010 -1.1217 8.4089 0.080 -0.012 -0.069
H -4.3414 -0.2687 11.0484 0.039 0.013 0.012
H -3.6568 1.3239 10.7021 0.044 -0.005 -0.010
H -5.1036 0.7561 9.8419 0.051 0.093 -0.061
H -2.4120 -0.6591 9.6297 0.029 -0.019 -0.066
H -1.8778 1.3004 8.3252 0.062 -0.089 -0.114
H -3.5808 1.5784 7.8919 -0.049 -0.025 0.060
```
Positions in Å, forces in eV/Å.

Summary:
calculated total energy = -82218.5187 eV
orbital gap = 8.6 eV
LUMO level = -3.53 eV
largest force on an atom = 1.047 eV/A
net charge = +1

=====

(3)
Molecular formula: C6H9N
Method: DFT, the ωB97M-V functional and the def2-TZVPD basis

Structure (XYZ):
```
16
Properties=species:S:1:pos:R:3:forces:R:3
C -3.0409 -1.0666 0.9334 -0.098 -0.046 0.040
C -1.9520 -0.3269 0.2936 0.414 0.270 -0.226
C -1.0514 0.2828 -0.2275 -0.343 -0.331 0.272
C 0.1168 0.9824 -0.7739 0.053 0.022 -0.054
C 1.3756 0.6655 0.0062 -0.115 -0.003 0.092
C 2.2388 -0.4805 -0.3703 -0.066 -0.220 0.017
N 2.6179 0.8880 -0.7162 0.196 0.210 -0.090
H -2.9928 -2.1335 0.6923 0.024 0.166 0.000
H -4.0150 -0.6913 0.6062 0.121 -0.037 0.030
H -2.9927 -0.9692 2.0230 0.014 0.012 -0.162
H -0.0526 2.0667 -0.7674 0.005 -0.158 0.000
H 0.3077 0.6969 -1.8128 -0.165 0.021 0.042
H 1.3304 0.9494 1.0589 0.108 -0.165 -0.164
H 1.9884 -1.0905 -1.2352 -0.124 0.067 0.163
H 2.7708 -1.0217 0.4099 -0.030 0.230 -0.067
H 3.3509 1.2485 -0.1202 0.006 -0.037 0.110
```
Positions in Å, forces in eV/Å.

Summary:
calculated total energy = -7855.3433 eV
SMILES string = CC#CC[C@H]1CN1
relative energy (zero: lowest compared OMol25 entry of this formula, charge and spin) = 271.7 kJ/mol
orbital gap = 10.4 eV
LUMO level = 1.04 eV
largest force on an atom = 0.549 eV/A